The following is a quantum chemistry calculation of a structure of composition C53H52N7O3PV, from the OMol25 dataset.

Calculated values
Energy above the lowest of the compared OMol25 structures with the same formula, charge and spin   0.0 kJ/mol
HOMO-LUMO gap (spin up / spin down)   0.2012 / 0.2006 Eh
Total charge   0
Multiplicity   2
E_LUMO (spin up / spin down)   0.19 / 0.19 eV
E_HOMO (spin up / spin down)   -5.285 / -5.267 eV

Cartesian coordinates (Å):
H 3.4760 -2.9204 -1.7809
H -3.3361 5.6414 -0.7254
P 1.8351 1.2426 2.5974
C 2.7727 -1.2595 -4.6321
H 3.7630 -1.2306 4.1850
O 1.3803 0.0212 0.1084
C -3.7249 -4.8816 0.0274
C 3.0597 -2.1594 -2.4288
H -1.7643 3.7352 -0.8233
C 5.9901 -1.3022 1.2658
C -0.1980 2.6449 -3.9116
O -0.9031 1.6670 -1.3943
H 6.0457 0.7811 0.7472
C 3.0163 -0.7959 4.8532
H -2.9073 -1.9454 -3.6723
H 3.6044 2.3470 3.8956
H -4.5920 -4.9729 -0.6149
C -0.0308 4.5755 1.2567
C -1.8390 1.5389 -2.4013
H -0.6640 -4.5572 2.3414
C 3.9168 -2.4345 0.8005
H 3.3300 -3.3444 0.8290
H -3.0163 3.6541 2.5872
C -4.8068 3.8398 -3.1741
C -2.1049 -2.0615 -2.9574
C 1.7892 -0.1503 -2.7329
C -1.1708 1.6546 -3.7770
C 1.9930 -1.1346 -0.3728
H -1.1583 0.5258 -6.9737
H -3.2936 -6.9835 -0.0170
N -1.6562 0.0611 1.1671
H 5.6238 -3.3674 1.7017
C -3.6544 0.9697 2.3395
C 4.1496 -0.1028 0.2968
H -3.4109 0.1128 -2.9210
N -0.3679 2.2217 1.0129
C 1.5794 -0.5667 2.8695
C -1.5990 2.3249 1.6351
C -0.4005 -3.3398 -1.9259
C 5.2146 -2.4493 1.2994
H -3.8902 -2.7479 0.2330
H -4.0459 -0.0225 2.1218
C -1.2675 4.6901 1.9371
C -3.9265 2.7711 -3.2193
C -1.8994 -5.9034 1.2050
C 0.1124 2.0774 -6.2245
H 0.0476 3.2548 -3.0517
H 0.1579 -4.2566 -1.7978
N 0.8698 1.0032 5.2519
C 2.1958 1.2015 5.8138
H 1.2839 3.1936 0.2730
H -2.3022 0.1646 -4.8346
H 2.2259 0.7444 6.8076
H -3.1194 0.3561 -1.1922
C 5.4493 -0.1219 0.7719
H 0.6234 -0.8533 6.1134
H 0.5889 5.4421 1.0794
H 1.5599 -3.2857 -0.3351
C 1.0420 -2.3434 -0.1617
C -1.5220 0.9121 -4.8959
C 0.6765 1.7386 4.0025
H -3.6315 1.0969 3.4241
C 2.0204 -0.2264 -4.0999
H -4.3264 1.7207 1.9195
C -0.8790 1.1172 -6.1109
H 3.0711 -1.2776 5.8334
C -2.2881 1.1062 1.7340
C -2.6309 3.7630 -1.4688
H 1.6083 0.5306 -4.7518
H -4.0913 1.9868 -3.9478
H -0.3621 -0.5735 4.6403
N 3.2431 0.6054 4.9936
H 1.4230 -2.0553 4.2420
N -0.7772 -1.0808 -1.2272
C -2.8368 2.7146 -2.3550
C -1.7378 -2.1798 1.7947
H 1.2042 0.6633 -2.3235
H -1.6767 -4.1046 -3.4773
C 3.3769 -1.2638 0.2801
C -1.5213 -4.6601 1.6884
H -1.3392 -6.7884 1.4805
C -3.3434 -3.6395 0.5048
C -3.5124 4.8335 -1.4239
H 0.6183 2.2300 -7.1691
C 0.4466 2.8496 -5.1190
C -2.6350 0.2324 -2.1672
V -0.3597 0.5582 -0.0894
H -5.6499 3.8639 -3.8528
N -2.2358 -1.1790 1.1056
H 1.2051 3.6170 -5.2039
C -4.6032 4.8787 -2.2775
H 2.9531 -1.3096 -5.6982
H 3.7039 0.8112 -0.0722
H 2.3896 2.2692 5.9124
H 4.2072 0.8608 3.1499
C 0.3484 3.3394 0.8027
O -0.8800 -2.1131 2.7279
C -1.4196 -3.2581 -2.8557
H -5.2823 5.7214 -2.2613
C 2.2971 -1.1251 -1.8884
H -0.3487 1.5836 3.6611
C -1.7842 -1.0048 -2.1193
H -1.5940 5.6524 2.3085
H 7.0083 -1.3217 1.6311
H 3.8964 -3.0391 -4.1885
C 3.2995 -2.2286 -3.7900
H 0.8009 2.8058 4.2032
C 0.5979 -0.3864 5.1247
C -0.0990 -2.2413 -1.1381
H 2.3411 -1.0929 2.3063
N 1.6486 -1.0582 4.2715
C 3.3714 1.2966 3.7027
H 0.6492 -2.3374 0.8584
C -2.2343 -3.5179 1.3398
H 0.5965 -0.8270 2.4783
C -2.0479 3.5827 2.1112
C -2.9992 -6.0157 0.3685